Formula: CH2O4S2
Source: the OMol25 dataset
Level of theory: ωB97M-V with the def2-TZVPD basis set

Each line ends with the natural charge from an NBO analysis.
Cartesian coordinates (Å):
C -0.125 -0.061 1.097  -0.846
O -2.483 -1.140 0.678  -1.056
O 2.230 1.271 0.447  -1.015
O -1.104 -0.755 -1.313  -1.049
O 0.014 1.948 -0.390  -1.043
S -1.437 -0.277 0.090  1.591
S 0.870 0.793 0.022  1.828
H 1.111 -1.775 0.626  -0.436
H 0.926 -0.004 -1.256  0.025

Force components x, y, z for each atom (eV/Å):
1.6 -1.7 0.4
-0.4 -0.6 0.6
-1.7 -1.6 -0.3
0.0 0.2 0.6
1.2 -0.3 0.1
-1.7 -0.8 -1.4
1.5 2.6 -2.6
-0.8 1.1 0.3
0.3 1.1 2.3

Calculated values
* energy above the lowest of the compared OMol25 structures with the same formula, charge and spin: 123.27 kcal/mol
* gap between HOMO and LUMO (alpha / beta): 5.498 / 5.492 eV
* HOMO level (alpha / beta): 1.0 / 1.0 eV
* largest force on an atom: 3.96 eV/Å
* net charge: -2
* electronic energy: -30922.622 eV